Here is a molecular structure, C42H42BN2O3P2S4SeZr from the Open Molecules 2025 dataset. Energies are from ωB97M-V/def2-TZVPD.

The calculation puts the relative energy (zero: lowest compared OMol25 entry of this formula, charge and spin) at 0.0000 eV. Its HOMO-LUMO gap is 5.54 eV.

Structure (ORCA input):
```
! wB97M-V def2-TZVPD RIJCOSX def2/J DEFGRID3
* xyz 1 1
Zr 0.18 -0.09 0.08
O -5.37 0.90 4.26
C -4.44 0.67 3.54
S -4.53 0.78 1.76
C -2.85 0.39 1.46
C -2.08 0.16 2.52
S -0.36 -0.24 2.51
S -2.81 0.25 4.10
S -2.37 0.39 -0.23
C -0.96 -2.09 -3.28
C -1.16 -0.58 -3.51
P 0.12 0.42 -2.70
C 1.47 0.35 -3.92
C 2.65 -0.36 -3.67
C 3.64 -0.44 -4.65
C 3.45 0.18 -5.87
C 2.27 0.89 -6.13
C 1.29 0.97 -5.16
C -0.43 2.17 -2.84
C 0.55 3.17 -2.81
C 0.20 4.51 -2.81
C -1.15 4.87 -2.84
C -2.12 3.89 -2.89
C -1.76 2.54 -2.88
C -1.80 -2.66 -2.14
P -1.06 -2.54 -0.46
C -2.47 -2.85 0.67
C -3.80 -2.68 0.32
C -4.81 -2.91 1.26
C -4.48 -3.30 2.55
C -3.15 -3.47 2.91
C -2.15 -3.25 1.97
C -0.19 -4.14 -0.31
C 1.15 -4.22 0.02
C 1.78 -5.46 0.15
C 1.06 -6.63 -0.05
C -0.29 -6.56 -0.38
C -0.91 -5.32 -0.50
H 0.10 -2.31 -3.12
H -1.22 -2.61 -4.20
H -2.14 -0.26 -3.16
H -1.10 -0.35 -4.57
H 2.79 -0.83 -2.71
H 4.55 -0.99 -4.45
H 4.22 0.13 -6.64
H 2.13 1.37 -7.09
H 0.38 1.52 -5.37
H 1.60 2.90 -2.82
H 0.97 5.27 -2.79
H -1.43 5.92 -2.84
H -3.18 4.16 -2.92
H -2.55 1.79 -2.90
H -1.98 -3.72 -2.31
H -2.77 -2.17 -2.12
H -4.09 -2.34 -0.67
H -5.85 -2.78 0.98
H -5.27 -3.48 3.28
H -2.88 -3.77 3.92
H -1.12 -3.38 2.26
H 1.71 -3.33 0.21
H 2.83 -5.52 0.42
H 1.54 -7.59 0.06
H -0.87 -7.47 -0.52
H -1.98 -5.28 -0.73
C 4.81 -0.56 2.24
C 4.23 -1.69 1.42
C 4.67 -3.02 1.99
O 2.78 -1.60 1.55
B 2.23 -1.07 0.40
O 3.21 -0.89 -0.56
C 4.45 -1.55 -0.12
C 4.51 -2.86 -0.86
C 5.62 -0.67 -0.50
H 4.45 -0.66 3.27
H 4.49 0.41 1.87
H 5.90 -0.59 2.24
H 4.52 -3.02 3.07
H 5.74 -3.19 1.79
H 4.11 -3.85 1.57
H 3.67 -3.51 -0.61
H 5.44 -3.40 -0.65
H 4.48 -2.66 -1.94
H 5.53 0.34 -0.10
H 5.69 -0.60 -1.59
H 6.56 -1.10 -0.13
Se 2.64 2.21 -0.02
N 0.85 2.00 0.22
C 0.37 3.21 0.53
C -0.99 3.52 0.82
C -1.30 4.80 1.12
C -0.31 5.86 1.16
C 0.99 5.61 0.90
C 1.36 4.26 0.58
N 2.60 3.91 0.32
H -1.75 2.76 0.78
H -2.33 5.05 1.35
H -0.62 6.86 1.41
H 1.75 6.38 0.93
*
```

Here is a single C4H9N3 molecule from the Open Molecules 2025 dataset. Energies are from ωB97M-V/def2-TZVPD.

The calculation puts the relative energy (zero: lowest compared OMol25 entry of this formula, charge and spin) at 2.0273 eV. Its HOMO-LUMO gap is 9.38 eV. The SMILES is C=C(C)/N=C/NN.

Structure (ORCA input):
```
! wB97M-V def2-TZVPD RIJCOSX def2/J DEFGRID3
* xyz 0 1
C -0.66 -2.12 0.34
C -0.94 -1.11 -0.49
C -2.24 -1.03 -1.21
N -0.06 -0.03 -0.73
C 0.54 0.41 0.31
N 1.58 1.33 0.22
N 1.82 2.24 1.24
H -1.38 -2.94 0.37
H 0.27 -2.18 0.87
H -2.82 -0.17 -0.83
H -2.80 -1.99 -1.21
H -2.08 -0.72 -2.26
H 0.27 0.10 1.31
H 1.71 1.72 -0.68
H 2.20 1.74 2.08
H 0.97 2.79 1.53
*
```

Here is 4 unconnected molecules or ions with the total composition C3H15N2O3 from the Open Molecules 2025 dataset. Energies are from ωB97M-V/def2-TZVPD.

The calculation puts the relative energy (zero: lowest compared OMol25 entry of this formula, charge and spin) at 1.7481 eV. Its HOMO-LUMO gap (spin up / spin down) is 3.30 / 8.23 eV. As for the expectation value of S²: 0.754.

Structure (ORCA input):
```
! wB97M-V def2-TZVPD RIJCOSX def2/J DEFGRID3
* xyz 0 2
C 1.39 0.32 -2.04
C -0.12 0.46 -1.71
N -0.59 1.88 1.62
C -0.30 0.93 0.70
N -0.21 1.38 -0.59
H 1.74 1.35 -2.02
H 1.89 -0.42 -1.41
H 1.62 -0.08 -3.04
H -0.66 0.80 -2.61
H -0.42 -0.56 -1.44
H -0.79 2.83 1.39
H -0.46 1.72 2.60
H -0.19 -0.09 1.07
H -0.68 2.23 -0.86
H -1.72 -1.61 0.51
H -3.00 -1.04 -0.05
O -2.11 -0.77 0.20
H 2.21 0.40 2.44
H 2.71 0.30 1.16
O 1.87 0.63 1.56
H -0.83 -3.65 1.62
H -0.42 -3.78 0.14
O -0.95 -3.22 0.76
*
```

Here is a single C4H10S molecule from the Open Molecules 2025 dataset. Energies are from ωB97M-V/def2-TZVPD.

The calculation puts the relative energy (zero: lowest compared OMol25 entry of this formula, charge and spin) at 1.3718 eV. Its HOMO-LUMO gap is 9.90 eV. The SMILES is CC(C)CS.

Structure (ORCA input):
```
! wB97M-V def2-TZVPD RIJCOSX def2/J DEFGRID3
* xyz 0 1
C 1.27 -0.99 -0.37
C 0.16 0.07 -0.34
C 0.70 1.47 0.01
C -0.96 -0.48 0.61
S -2.50 0.05 -0.41
H 1.57 -1.31 0.62
H 0.81 -1.91 -0.65
H 1.95 -0.61 -1.13
H -0.30 0.16 -1.33
H 0.01 2.30 -0.04
H 1.22 1.41 1.10
H 1.47 1.49 -0.85
H -1.18 -0.47 1.68
H -0.96 -1.55 0.48
H -3.26 0.36 0.62
*
```

Here is a molecular structure, C12H8Cl5F3IrN2Se from the Open Molecules 2025 dataset. Energies are from ωB97M-V/def2-TZVPD.

The calculation puts the relative energy (zero: lowest compared OMol25 entry of this formula, charge and spin) at 1.3821 eV. Its HOMO-LUMO gap (spin up / spin down) is 9.02 / 5.80 eV. As for the expectation value of S²: 6.024.

Structure (ORCA input):
```
! wB97M-V def2-TZVPD RIJCOSX def2/J DEFGRID3
* xyz 1 5
Ir 0.24 -1.32 -0.80
Cl -0.44 -0.33 -3.00
C -0.15 -2.03 -3.41
C 0.21 -2.77 -2.30
C 0.40 -4.13 -2.49
Cl 0.74 -5.16 -1.16
C 0.26 -4.68 -3.77
Cl 0.50 -6.36 -4.01
C -0.08 -3.88 -4.86
Cl -0.24 -4.55 -6.42
C -0.31 -2.51 -4.69
Cl -0.76 -1.47 -5.97
F 1.66 -1.49 1.69
C 1.15 -2.31 0.73
F 0.23 -3.08 1.34
F 2.17 -3.08 0.35
C -1.46 4.12 0.44
N -0.86 3.73 1.72
C -0.76 4.54 2.84
C -0.14 3.81 3.79
N 0.13 2.57 3.23
C 0.80 1.45 3.91
C -0.31 2.55 1.98
Se -0.03 0.56 0.55
H -1.84 5.14 0.53
H -2.29 3.46 0.20
H -0.72 4.08 -0.35
H -1.14 5.55 2.87
H 0.13 4.06 4.81
H 1.06 1.76 4.92
H 1.71 1.19 3.37
H 0.14 0.59 3.96
*
```

Here is a gas-phase ion, C4H8NO2 (charge +1) from the Open Molecules 2025 dataset. Energies are from ωB97M-V/def2-TZVPD.

The calculation puts the relative energy (zero: lowest compared OMol25 entry of this formula, charge and spin) at 4.0948 eV. Its HOMO-LUMO gap is 10.11 eV. The SMILES is C=[N+](OC)C(C)=O.

Structure (ORCA input):
```
! wB97M-V def2-TZVPD RIJCOSX def2/J DEFGRID3
* xyz 1 1
C 0.86 0.26 -1.62
N 0.31 0.17 -0.39
O -0.25 -0.86 0.20
C -0.15 -2.21 -0.36
C 0.25 1.51 0.40
C -0.61 1.47 1.58
O 0.91 2.37 -0.13
H 0.78 -0.52 -2.30
H 1.05 1.21 -2.00
H 0.86 -2.47 -0.53
H -0.87 -2.30 -1.26
H -0.47 -2.80 0.50
H -0.54 0.57 2.10
H -1.70 1.33 1.38
H -0.44 2.25 2.43
*
```

Here is a molecular structure, C3H2NO6PS from the Open Molecules 2025 dataset. Energies are from ωB97M-V/def2-TZVPD.

The calculation puts the relative energy (zero: lowest compared OMol25 entry of this formula, charge and spin) at 0.0000 eV. Its HOMO-LUMO gap is 6.66 eV.

Structure (ORCA input):
```
! wB97M-V def2-TZVPD RIJCOSX def2/J DEFGRID3
* xyz -2 1
C 3.14 -0.09 -0.81
C -3.49 0.18 -0.77
C -2.58 -0.47 0.35
N 2.00 -0.31 -1.37
O -3.76 -0.59 -1.68
O 1.53 -0.46 2.24
O 3.37 0.19 0.50
O -3.76 1.39 -0.51
O 1.55 1.82 1.12
O 1.05 -0.22 -0.37
P 1.70 0.39 1.08
S -3.25 -1.22 1.59
H 4.01 -0.14 -1.38
H -1.51 -0.48 0.00
*
```

Here is a molecular structure, C18H20F4N3Sn from the Open Molecules 2025 dataset. Energies are from ωB97M-V/def2-TZVPD.

Its HOMO-LUMO gap is 6.92 eV.

Structure (ORCA input):
```
! wB97M-V def2-TZVPD RIJCOSX def2/J DEFGRID3
* xyz -1 1
Sn -1.44 -0.82 0.51
C 0.45 1.97 -2.31
C 0.19 3.06 -1.27
N 0.69 2.72 0.05
C 1.84 3.51 0.46
C 3.08 3.20 -0.37
C -0.32 2.59 1.09
C 0.08 1.63 2.21
N 0.39 0.30 1.69
C 1.50 -0.33 2.10
C 2.07 -1.38 1.32
F 1.46 -1.71 0.16
C 3.22 -2.04 1.65
F 3.68 -2.99 0.81
C 3.95 -1.75 2.79
C 3.42 -0.77 3.59
F 4.05 -0.45 4.74
C 2.25 -0.10 3.29
F 1.80 0.77 4.23
H -0.16 2.11 -3.20
H 1.50 1.94 -2.60
H 0.21 0.99 -1.88
H 0.65 4.00 -1.61
H -0.89 3.24 -1.22
H 1.62 4.59 0.40
H 2.05 3.28 1.50
H 2.97 3.53 -1.40
H 3.95 3.70 0.06
H 3.26 2.12 -0.37
H -0.57 3.56 1.54
H -1.23 2.20 0.63
H 0.92 2.08 2.74
H -0.75 1.59 2.93
H 4.86 -2.28 3.04
N -3.00 0.27 0.49
C -4.02 1.16 0.39
C -3.88 2.45 -0.18
C -4.95 3.32 -0.29
C -6.22 2.96 0.18
C -6.38 1.70 0.75
C -5.31 0.82 0.86
H -2.91 2.74 -0.55
H -4.80 4.29 -0.74
H -7.05 3.65 0.09
H -7.36 1.41 1.11
H -5.45 -0.16 1.30
*
```

Here is 2 unconnected molecules or ions with the total composition C12H25BrNO3S from the Open Molecules 2025 dataset. Energies are from ωB97M-V/def2-TZVPD.

Its HOMO-LUMO gap is 8.52 eV.

Structure (ORCA input):
```
! wB97M-V def2-TZVPD RIJCOSX def2/J DEFGRID3
* xyz 1 1
C 3.76 0.11 1.73
C 2.42 -0.59 1.48
C 2.16 -1.67 2.54
C 1.24 0.38 1.42
C 1.09 1.26 0.15
Br -0.82 1.23 -0.40
C 1.33 2.75 0.39
N 2.81 3.03 0.39
C 3.47 2.61 -0.91
C 2.51 1.74 -1.71
O 1.87 0.78 -0.90
H 3.65 0.93 2.45
H 4.49 -0.57 2.17
H 4.22 0.49 0.82
H 2.49 -1.07 0.50
H 2.77 -1.52 3.43
H 2.40 -2.67 2.16
H 1.12 -1.69 2.86
H 0.32 -0.18 1.54
H 1.29 1.06 2.29
H 0.91 3.38 -0.40
H 0.90 3.04 1.35
H 2.95 4.03 0.52
H 3.26 2.56 1.18
H 3.74 3.50 -1.47
H 4.38 2.07 -0.65
H 1.78 2.34 -2.26
H 3.09 1.17 -2.44
C -4.63 -1.68 -2.48
C -3.29 -1.41 -1.77
C -3.58 -1.29 -0.27
S -5.03 -2.32 0.04
O -6.11 -1.47 0.46
O -4.66 -3.46 0.83
C -5.30 -2.79 -1.67
H -4.48 -1.98 -3.51
H -5.25 -0.79 -2.46
H -2.60 -2.24 -1.95
H -2.82 -0.50 -2.15
H -2.78 -1.66 0.36
H -3.86 -0.28 0.02
H -6.37 -2.88 -1.83
H -4.81 -3.76 -1.82
*
```

Here is a molecular structure, C12H29BeNO2S2 from the Open Molecules 2025 dataset. Energies are from ωB97M-V/def2-TZVPD.

Its HOMO-LUMO gap is 9.94 eV.

Structure (ORCA input):
```
! wB97M-V def2-TZVPD RIJCOSX def2/J DEFGRID3
* xyz 2 1
Be 0.10 0.20 -0.26
S 2.39 -0.34 -0.33
S -1.95 0.69 -1.18
C 2.79 -0.66 -2.10
C 2.05 -2.05 0.19
C 0.78 -2.56 -0.45
N -0.32 -1.57 -0.16
C -1.55 -2.01 -0.87
C -2.62 -0.94 -0.72
H 1.96 -2.02 1.28
H 2.92 -2.65 -0.10
H 0.51 -3.54 -0.05
H 0.87 -2.64 -1.54
H -1.90 -2.97 -0.46
H -1.29 -2.16 -1.92
H -2.96 -0.87 0.33
H -3.47 -1.14 -1.37
C -1.86 0.40 -3.00
H -0.53 -1.71 0.84
H -1.08 -0.31 -3.27
H -1.66 1.38 -3.47
H -2.85 0.04 -3.33
H 3.21 0.27 -2.50
H 1.92 -0.96 -2.70
H 3.56 -1.45 -2.11
C -0.83 -1.00 4.66
C -0.51 0.29 4.87
H -0.09 -1.79 4.72
H -1.87 -1.31 4.50
H 0.51 0.61 5.06
H -1.28 1.06 4.87
C -1.14 0.98 1.99
O 0.06 0.97 1.15
C 0.89 2.28 1.14
C 0.82 2.83 -0.26
O 0.71 1.69 -1.18
C 0.94 2.01 -2.57
H -1.45 -0.06 2.17
H -1.94 1.56 1.49
H -0.88 1.45 2.94
H 0.48 2.96 1.89
H 1.90 1.95 1.42
H -0.07 3.46 -0.39
H 1.73 3.40 -0.50
H 0.24 2.80 -2.89
H 1.98 2.36 -2.70
H 0.78 1.10 -3.15
*
```

Here is a gas-phase ion, C2H10N4S (charge +2) from the Open Molecules 2025 dataset. Energies are from ωB97M-V/def2-TZVPD.

The calculation puts the relative energy (zero: lowest compared OMol25 entry of this formula, charge and spin) at 0.9504 eV. Its HOMO-LUMO gap is 10.38 eV. The SMILES is CN([NH3+])C(=S)N[NH3+].

Structure (ORCA input):
```
! wB97M-V def2-TZVPD RIJCOSX def2/J DEFGRID3
* xyz 2 1
C -1.71 -0.72 -0.10
N -0.86 0.44 0.07
N -1.47 1.74 0.00
C 0.48 0.43 0.03
S 1.52 1.67 -0.03
N 1.08 -1.10 -0.07
N 2.48 -1.03 -0.02
H -1.59 -1.41 0.74
H -2.75 -0.43 -0.13
H -1.47 -1.25 -1.02
H -1.23 2.25 -0.88
H -2.51 1.65 0.05
H -1.17 2.34 0.79
H 0.66 -1.69 0.64
H 2.71 0.04 -0.05
H 2.89 -1.49 -0.86
H 2.93 -1.43 0.83
*
```

Here is 5 unconnected molecules or ions with the total composition C3H15NO3 from the Open Molecules 2025 dataset. Energies are from ωB97M-V/def2-TZVPD.

The calculation puts the relative energy (zero: lowest compared OMol25 entry of this formula, charge and spin) at 9.4981 eV. Its HOMO-LUMO gap is 4.79 eV.

Structure (ORCA input):
```
! wB97M-V def2-TZVPD RIJCOSX def2/J DEFGRID3
* xyz 0 1
C -1.27 1.37 -0.29
C 0.13 0.81 -0.03
N 0.38 -0.15 -1.05
C 1.70 -0.77 -0.90
H -1.95 0.55 -0.12
H -1.28 1.96 -1.21
H -1.58 2.06 0.50
H -0.03 0.17 0.92
H 0.88 1.61 0.03
H 0.51 0.60 -1.94
H 2.37 -0.26 -1.60
H 2.01 -0.78 0.14
H 1.68 -1.81 -1.23
H 1.29 -1.88 3.27
H -1.38 -1.26 1.13
O -1.44 -1.95 0.44
H 0.36 1.35 -3.67
H -0.78 -1.66 -0.20
O 0.30 1.68 -2.76
H -1.27 0.22 3.18
H 0.58 -1.75 3.10
O -1.24 -0.12 2.28
*
```

Here is a single C5H6O3 molecule from the Open Molecules 2025 dataset. Energies are from ωB97M-V/def2-TZVPD.

The calculation puts the relative energy (zero: lowest compared OMol25 entry of this formula, charge and spin) at 2.5351 eV. Its HOMO-LUMO gap is 11.11 eV. The SMILES is C#C[C@H](O)C(=O)OC.

Structure (ORCA input):
```
! wB97M-V def2-TZVPD RIJCOSX def2/J DEFGRID3
* xyz 0 1
C 2.26 1.94 -0.37
C 1.74 0.92 0.01
C 1.28 -0.32 0.55
O 1.96 -1.46 0.12
C -0.10 -0.47 -0.11
O -0.19 -1.02 -1.14
O -1.13 0.08 0.56
C -2.45 -0.13 0.19
H 2.52 2.86 -0.86
H 1.18 -0.34 1.60
H 1.50 -1.54 -0.84
H -3.07 0.49 0.85
H -2.82 -1.18 0.24
H -2.68 0.17 -0.81
*
```

Here is 2 unconnected molecules or ions with the total composition C3H6O5S2 from the Open Molecules 2025 dataset. Energies are from ωB97M-V/def2-TZVPD.

The calculation puts the relative energy (zero: lowest compared OMol25 entry of this formula, charge and spin) at 4.1946 eV. Its HOMO-LUMO gap (spin up / spin down) is 9.30 / 9.30 eV.

Structure (ORCA input):
```
! wB97M-V def2-TZVPD RIJCOSX def2/J DEFGRID3
* xyz 0 1
C 0.28 0.28 0.43
C -1.99 -0.52 0.02
C -0.97 0.61 -0.26
O 0.87 -1.57 -1.43
O 1.08 -2.27 0.87
O 1.54 1.64 -1.34
O 2.53 1.99 0.83
O 2.47 -0.35 -0.08
S 1.12 -1.23 -0.07
S 1.80 1.14 -0.05
H 0.08 0.32 2.39
H -1.80 -0.99 0.99
H -2.00 -1.17 -0.90
H -2.96 -0.18 0.05
H -1.32 1.54 -0.04
H -0.74 0.75 -1.37
*
```

Here is a molecular structure, C16H39B2BeBrCsF6InMgN3O6PS from the Open Molecules 2025 dataset. Energies are from ωB97M-V/def2-TZVPD.

Its HOMO-LUMO gap is 1.14 eV.

Structure (ORCA input):
```
! wB97M-V def2-TZVPD RIJCOSX def2/J DEFGRID3
* xyz 2 1
C -0.13 3.62 7.18
C -0.83 4.48 6.09
B -1.35 3.59 4.87
O -2.69 3.62 4.65
In 0.06 2.33 3.55
C 0.35 0.33 4.36
P 2.22 3.63 3.21
S 1.95 5.63 3.90
H -0.63 3.72 8.14
H -0.06 2.56 6.92
H 0.91 3.95 7.44
H -1.64 5.06 6.54
H -0.11 5.18 5.65
H -2.99 2.99 3.98
H -0.68 2.15 1.95
H 0.86 -0.33 3.65
H 0.87 0.29 5.32
H -0.65 -0.09 4.52
H 3.41 3.03 3.88
H 2.60 3.80 1.89
C 2.04 1.77 -1.03
C 2.60 0.36 -1.05
N 1.51 -0.64 -1.16
C 0.42 -0.70 -0.33
C -0.31 -1.79 -0.70
N 0.35 -2.37 -1.76
C 1.46 -1.65 -2.03
C -0.11 -3.59 -2.44
H 1.34 1.89 -0.20
H 2.85 2.48 -0.90
H 1.51 2.01 -1.95
H 3.14 0.14 -0.13
H 3.28 0.21 -1.89
H 0.27 0.03 0.44
H -1.23 -2.22 -0.33
H 2.16 -1.89 -2.81
H 0.65 -4.35 -2.35
H -0.29 -3.37 -3.49
H -1.03 -3.95 -1.99
C -1.78 -7.92 -1.06
C -0.41 -8.59 -1.20
O -0.01 -8.14 -2.51
C -0.66 -6.98 -2.75
O -0.48 -6.20 -3.62
O -1.64 -6.80 -1.84
F -0.47 -9.93 -1.18
H -2.65 -8.51 -1.39
H -2.11 -7.56 0.05
H 0.33 -8.25 -0.48
F 4.02 2.17 3.03
Be -1.66 5.81 3.23
Br -1.63 -7.59 1.72
O 1.41 -11.47 -2.51
H 2.03 -11.37 -3.24
H 0.80 -10.74 -2.60
B -3.25 -4.51 -0.44
F -3.35 -4.60 -1.83
F -4.06 -3.54 0.09
F -3.46 -5.77 0.17
F -1.87 -4.16 -0.16
C -0.93 6.41 -4.38
C -0.05 6.48 -3.14
C 0.80 5.23 -2.91
O 0.10 4.11 -2.40
C -0.57 3.32 -3.36
N -0.89 6.81 -1.98
H -1.80 5.77 -4.22
H -1.31 7.40 -4.63
H -0.38 6.03 -5.24
H 0.65 7.31 -3.28
H 1.56 5.47 -2.16
H 1.34 4.95 -3.83
H 0.00 3.26 -4.29
H -1.58 3.69 -3.58
H -0.67 2.32 -2.93
H -0.30 6.98 -1.17
H -1.44 5.99 -1.74
Cs 2.26 -3.36 -3.75
Mg 2.06 4.58 5.94
*
```

| no. | molar mass (g/mol) |
| --- | --- |
| 1 | 994.02 |
| 2 | 99.14 |
| 3 | 127.16 |
| 4 | 90.19 |
| 5 | 685.65 |
| 6 | 102.11 |
| 7 | 211.09 |
| 8 | 473.08 |
| 9 | 343.31 |
| 10 | 292.51 |
| 11 | 122.20 |
| 12 | 113.16 |
| 13 | 114.10 |
| 14 | 186.21 |
| 15 | 929.10 |